A molecular structure, C44H46BFO7S in a non-equilibrium geometry. Source: OMol25; level of theory: wB97M-V/def2-TZVPD.

Properties
Kohn-Sham gap, eV: 9.124
LUMO energy, eV: -0.055
Total charge: 0
ΔE to the lowest compared entry with this formula, charge and spin, kcal per mole: 18.5
HOMO, Eh: -0.33733
Calculated total energy, eV: -74936.6339

Structure (XYZ):
```
100
Properties=species:S:1:pos:R:3:mulliken_charge:R:1
S -2.8691 0.3326 -3.6619 1.3023
F -1.4174 3.5229 -2.9962 -0.2925
O -2.9486 -0.4751 -4.7916 -0.5598
O -1.4318 0.0358 -2.9532 -0.4087
O -0.8962 0.8015 0.6762 -0.5271
O -2.5589 1.8759 -4.0924 -0.2967
O -0.1213 1.4425 -1.5021 -0.4264
O -0.9545 3.1118 0.0816 -0.5056
O -3.9191 0.2085 -2.7528 -0.5973
C -3.8843 -1.9300 4.3975 -0.1117
C -8.0450 -3.7556 1.3274 -0.4247
C 3.6273 2.8506 4.0424 -0.5062
C 1.9547 2.4101 5.7126 -0.4545
C 10.4925 -0.2673 1.7952 -0.2458
C -2.0211 -1.5244 2.9334 -0.7394
C -5.2800 -2.5290 -5.6243 -0.1303
C -6.7968 -4.3149 1.0917 -0.4708
C -3.1031 -2.3065 3.3138 -0.1361
C 10.1488 0.7269 2.7006 0.0315
C 7.1986 -0.3817 6.0533 -0.3195
C -1.7223 -0.3638 3.6338 0.3848
C -1.7615 2.6736 -7.2476 0.0395
C -1.8760 4.0475 -7.0859 -0.3461
C 11.6505 -0.1491 1.0391 -0.4666
C -6.0952 -3.5892 -5.2509 -0.5770
C 5.1234 -0.0810 4.8765 -0.2813
C -7.0920 -4.0347 -6.1084 -0.3067
C -1.6704 4.8927 -8.1674 -0.4547
C -6.4507 -2.3689 -7.7185 -0.4025
C 3.2316 2.8336 5.3728 -0.4827
C -1.1674 1.3129 -2.3686 -0.5242
C -7.2689 -3.4256 -7.3428 -0.4148
C 7.7587 -0.9557 4.9205 -0.5010
C 7.0025 -1.0863 3.7633 -0.3060
C -2.5004 0.0098 4.7214 -0.4308
C -1.4455 2.1436 -8.4909 -0.6166
C -3.5802 -0.7744 5.1038 -0.5944
C 2.7470 2.4406 3.0517 -0.5936
C -6.4563 -4.5524 3.4600 -0.3907
C -6.0036 -4.7144 2.1579 -0.3307
C -1.3188 2.2925 -3.5252 0.5691
C 5.8807 0.0543 6.0316 -0.5079
C -1.3462 4.3633 -9.4085 -0.4231
C 1.0756 1.9939 4.7217 0.0483
C 12.1154 1.9650 2.0844 -0.3166
C -8.5014 -3.6014 2.6290 -0.3765
C 1.4721 2.0079 3.3917 0.0275
C 5.6860 -0.6472 3.7411 -0.6134
C -7.7066 -3.9978 3.6955 -0.3547
C 12.4633 0.9663 1.1854 -0.4185
C -1.2351 2.9890 -9.5709 -0.3630
C 10.9593 1.8448 2.8429 -0.5812
C -5.4596 -1.9183 -6.8571 -0.4238
B -0.6555 1.8069 -0.2397 0.8724
H -1.1804 5.0226 -10.2511 0.3612
H 0.7861 1.6819 2.6192 0.2245
H 4.6231 3.1831 3.7780 0.3786
H -2.0983 1.4961 -1.7785 0.3611
H -6.5862 -1.8959 -8.6830 0.3530
H -0.8833 0.2482 3.3319 -0.0437
H -5.0303 -5.1524 1.9737 0.4331
H -6.4425 -4.4393 0.0762 0.4229
H 11.9198 -0.9265 0.3352 0.3621
H 9.8570 -1.1367 1.6789 0.3011
H -8.0448 -3.7741 -8.0128 0.3519
H -7.7313 -4.8579 -5.8147 0.3570
H 3.9206 3.1508 6.1458 0.4440
H 12.7467 2.8379 2.1945 0.3579
H -5.9539 -4.0678 -4.2899 0.4008
H -1.4094 -1.8184 2.0891 0.4448
H -0.9844 2.5767 -10.5399 0.3640
H -0.5408 2.3125 -4.2877 0.3817
H -2.1262 4.4609 -6.1158 0.3795
H -8.6625 -3.4404 0.4959 0.3667
H 4.0957 0.2554 4.8611 0.5520
H -1.3627 1.0715 -8.6175 0.3818
H 10.6890 2.6227 3.5459 0.3646
H 3.0553 2.4565 2.0136 0.4061
H 0.0810 1.6588 4.9870 0.1067
H -5.8346 -4.8596 4.2920 0.4098
H -4.7298 -2.5383 4.6918 0.2440
H 5.4426 0.5006 6.9160 0.3951
H 5.0969 -0.7465 2.8378 0.3878
H 13.3679 1.0578 0.5975 0.3565
H 1.6443 2.4026 6.7499 0.3756
H -1.8085 3.3205 -0.3299 0.3094
H -1.9195 2.0153 -6.4038 0.3402
H -3.3385 -3.2098 2.7652 0.2765
H -8.0617 -3.8745 4.7109 0.3718
H -4.1864 -0.4837 5.9526 0.3547
H -4.5070 -2.1794 -4.9570 0.3779
H -9.4778 -3.1710 2.8125 0.3616
H -1.7621 5.9642 -8.0426 0.3573
H -4.8250 -1.0898 -7.1466 0.4363
H 7.7897 -0.2745 6.9543 0.3878
H 9.2492 0.6313 3.2939 0.2443
H 7.4402 -1.5309 2.8777 0.3542
H -1.8643 0.7140 0.6900 0.2949
H -2.2655 0.9131 5.2713 0.3634
H 8.7852 -1.3005 4.9390 0.4641
```


24 unconnected molecules or ions with the total composition C44H46BrCl69I2N3OPS in a non-equilibrium geometry. Source: OMol25; level of theory: wB97M-V/def2-TZVPD.

Properties
Kohn-Sham gap, eV: 7.630
LUMO energy, eV: -0.334
Total charge: 0
HOMO, Eh: -0.29267
Calculated total energy, eV: -1023304.9563

Structure (XYZ):
```
168
Properties=species:S:1:pos:R:3:mulliken_charge:R:1
I 1.8729 -2.8690 0.1289 0.2444
I 1.0798 -4.8427 -4.4624 0.1195
Br -0.2817 4.8677 3.0759 0.0058
Cl 0.3366 -10.3242 -5.9117 -0.0173
Cl -2.9998 -14.9220 -5.6570 -0.1265
Cl 4.7265 -1.5990 -2.7849 -0.0843
Cl 2.6292 -0.2306 2.7684 0.3457
Cl -2.3967 -3.5793 3.5926 -0.0585
Cl 9.4109 7.2211 5.2342 -0.1365
Cl -4.4265 5.5305 5.5137 -0.1099
Cl 3.1588 2.6220 2.9897 -0.0225
Cl 4.4902 9.7191 3.1685 0.0154
Cl -2.6484 -0.9946 4.8835 -0.0145
Cl 5.4498 -0.2624 6.7139 -0.0509
Cl 1.4210 7.6518 2.7745 0.1004
Cl 2.0963 -1.4476 8.9288 -0.1101
Cl 4.4537 11.9682 8.7821 -0.1345
Cl 3.9632 5.2599 4.9733 -0.0743
Cl 4.5120 -4.9385 3.5791 -0.1440
Cl -1.2531 2.9374 6.7938 -0.1318
Cl -5.6645 -8.5238 -3.0222 -0.1505
Cl 2.8220 6.2210 -1.9464 -0.0617
Cl 5.9297 12.1948 3.7155 -0.1241
Cl -5.1713 -6.2290 -4.7469 -0.0671
Cl -0.8749 -9.1551 -3.2748 -0.1428
Cl 0.4476 13.7656 4.4742 -0.1158
Cl -0.4882 -7.2503 -11.4129 -0.1249
Cl -6.4885 -8.8825 -6.3842 -0.0181
Cl 7.6870 1.5866 6.5785 -0.1300
Cl 4.0461 0.1331 -0.5502 0.0287
Cl -9.8244 -8.9110 -4.1262 -0.0461
Cl 1.8755 13.2265 6.9688 -0.0450
Cl -4.9108 -2.8193 4.8378 -0.1420
Cl -5.7601 -5.8417 -1.9229 -0.0812
Cl 3.6773 7.8833 6.1923 -0.0073
Cl -1.9766 -6.5023 -2.8319 0.2114
Cl 1.7993 1.5049 0.6785 0.0927
Cl 2.7792 -11.9061 -5.9612 -0.1310
Cl 6.5418 7.2006 4.7780 0.0178
Cl 5.2375 10.5639 6.3721 0.0689
Cl 0.4768 -2.7929 -8.3477 -0.0617
Cl -0.6979 9.5108 3.4725 -0.1556
Cl -3.0034 -12.0247 -5.4535 0.0186
Cl 3.0733 12.2429 3.2152 -0.0405
Cl -0.3545 15.0815 6.9313 -0.1317
Cl 0.5067 -2.3719 6.6826 -0.0566
Cl 8.1664 -1.2797 6.5886 -0.1247
Cl 5.4580 -2.1868 3.6168 -0.0874
Cl 2.9787 -1.4408 -8.9428 -0.1412
Cl -11.4374 -11.2907 -4.5305 -0.1239
Cl 1.8622 -1.3313 -6.2612 0.0171
Cl 1.4082 6.0619 6.1169 -0.0822
Cl 6.0777 -1.9201 -0.2314 -0.0968
Cl 2.9380 -2.8699 4.8786 -0.0124
Cl 8.0028 4.6979 4.9292 -0.0645
Cl -12.7178 -8.6976 -4.2575 -0.1271
Cl 0.6143 -4.5670 -11.2589 -0.1012
Cl -5.5136 -13.4855 -5.4193 -0.1216
Cl -6.7213 3.7498 5.4946 -0.1383
Cl 0.6105 9.7058 0.8911 -0.1455
Cl -0.6394 1.5109 4.3393 0.0302
Cl 0.9457 1.0254 6.6815 0.0428
Cl 3.8691 8.3324 -0.2566 -0.0864
Cl -6.6553 -7.1407 -8.7018 -0.1101
Cl 1.6167 -4.2872 8.5618 -0.1218
Cl -1.8305 -7.5963 -5.5268 -0.1091
Cl -4.2375 2.9371 4.2268 -0.0046
Cl -1.9452 -5.1580 -10.0214 -0.1088
Cl 6.6998 10.1223 8.8356 -0.1334
Cl 0.2377 -13.0931 -6.7369 -0.1135
Cl -9.0240 -7.6957 -7.1136 -0.1279
Cl 2.8491 8.9647 -2.9055 -0.1533
S -0.6716 1.3847 -3.3118 -0.3987
P 0.0401 5.2485 0.8483 0.2083
O 1.6722 5.0634 0.6394 -0.0001
N 0.7152 3.9199 -1.9447 0.3809
N -2.8634 0.5087 -1.7296 -0.1607
N -5.1352 1.0411 -1.0919 -0.2964
C -1.1049 2.2026 -1.7646 1.0627
C 3.1690 6.1888 6.2431 -0.3534
C 0.1809 -1.2931 -2.9618 -0.3072
C 4.6003 11.4439 2.8265 -0.2315
C -3.8679 -13.4383 -6.0585 -0.0460
C 0.0277 2.2401 5.7996 0.1295
C -0.7997 3.8228 -0.0001 1.2908
C -11.2965 -9.5607 -4.8491 0.0909
C 5.3393 -0.7676 -1.3481 -0.3393
C -7.4988 -8.3440 -7.7248 -0.0420
C 0.0029 -2.5905 -2.4464 -0.4850
C -0.8621 -5.5256 -11.3685 0.0369
C -2.0972 -1.8503 -1.4257 0.1007
C -3.1512 -2.6850 4.9158 -0.1180
C -2.5758 -4.4909 -0.3436 -0.9250
C 1.9235 -3.9525 -1.7020 0.2853
C 0.9481 -2.6662 8.3671 -0.0748
C 2.6770 7.9171 -1.4920 0.2906
C 2.9976 -5.0260 -1.7776 -1.4093
C -6.0055 0.9228 0.0709 -0.9872
C -4.9594 3.8490 5.5534 -0.0355
C -0.3802 3.3029 -1.2677 -1.9581
C 1.0065 14.4319 6.0135 0.0053
C -1.9431 -0.5640 -1.9482 0.0774
C 0.8213 9.2990 2.5980 0.4707
C 1.0359 -3.6887 -2.6706 -1.0714
C 2.0488 1.3860 2.4198 0.7020
C -2.0640 -7.9671 -3.8152 0.2127
C -1.9032 3.2389 0.6469 -1.3193
C 1.0353 -11.9257 -5.6818 0.0099
C 7.0717 0.0076 6.0787 0.1219
C 2.1088 3.0784 -3.8071 -1.3781
C -0.7853 -0.3158 -2.7144 0.8869
C 1.8367 3.0377 -2.2681 0.1738
C -1.1525 -2.8765 -1.6571 0.8234
C -1.4308 -4.1837 -1.0003 -1.3795
C 2.0509 -2.3104 -7.7173 -0.0408
C -4.0565 0.0672 -1.0158 -1.4910
C 5.8086 11.2996 7.8676 -0.1047
C -6.0654 -6.8314 -3.3499 -0.0680
C -2.2153 1.6202 -1.1078 -0.0623
C -2.6321 2.1671 0.1194 -0.4184
C 4.0406 -3.2384 3.5485 0.6636
C 8.0712 6.3932 4.4344 -0.1231
H 3.5279 -3.0471 2.6126 -0.5830
H 0.8600 -12.2256 -4.6561 0.2543
H 2.7710 3.3640 -1.7889 0.4936
H 6.1013 -0.0662 -1.6631 0.3974
H 2.6345 -5.9341 -2.2629 0.4557
H -4.4251 -0.8392 -1.5149 0.8241
H -3.4849 1.7871 0.6671 0.4153
H 3.4654 5.7718 7.1970 0.4281
H 7.0162 -0.0047 4.9975 0.1606
H -7.1229 -6.7748 -3.5770 0.3153
H 2.7758 3.9110 -4.0644 0.3269
H 1.6519 1.9897 -2.0331 -0.2347
H -1.3676 -5.2654 -12.2892 0.2982
H -2.2175 3.6381 1.6078 0.2482
H -5.4466 0.7697 1.0185 0.2659
H -3.7903 -0.2207 0.0215 0.5365
H -2.5068 -4.9525 0.6419 0.1639
H 1.1823 3.2662 -4.3637 0.3762
H 1.1011 1.5295 2.9231 -0.9407
H 1.8734 4.1578 0.3631 0.0300
H 0.0529 -2.5931 8.9708 0.3663
H 1.0665 -1.0589 -3.5418 0.6328
H -2.9421 -2.1165 -0.8023 0.4247
H 8.2419 6.4276 3.3662 0.3017
H 0.4015 4.4550 -2.7408 0.3740
H 4.7917 11.5613 1.7674 0.4127
H 3.9188 -4.6521 -2.2374 0.2048
H 2.4954 2.1249 -4.1810 0.3059
H -11.2355 -9.4180 -5.9210 0.2152
H -7.7180 -9.1982 -8.3521 0.3234
H 1.5532 9.9735 3.0232 -0.2405
H -6.6056 0.0117 -0.0509 0.3073
H 3.2742 -5.3107 -0.7547 0.4053
H -4.7783 1.9785 -1.2178 0.4888
H 1.6873 15.2450 5.7980 0.2946
H -3.5776 -4.3702 -0.7516 0.2264
H 2.5970 -3.2066 -7.4508 0.2504
H 1.6907 8.0720 -1.0722 -0.0530
H -3.0497 -8.3970 -3.6955 -0.1479
H -4.6260 3.4094 6.4847 0.2596
H -2.8192 -3.1193 5.8502 0.2955
H -6.6354 1.7993 0.2296 0.3607
H -3.9264 -13.3622 -7.1365 0.2984
H 0.7032 3.0368 5.5044 -0.0534
H 6.4804 12.1108 7.6176 0.3120
H -0.6279 -4.9253 -1.0161 0.9291
```